1.
The following is a quantum chemistry calculation of an isolated molecule of CH4N2O in a non-equilibrium geometry, from OMol25.

```
8
Properties=species:S:1:pos:R:3:mulliken_charge:R:1
C -0.82 0.41 0.04 0.009
H 1.54 -0.83 0.81 0.354
H 0.93 1.27 -0.63 0.251
H -1.30 1.42 0.20 0.309
H -0.70 -1.48 -0.33 0.308
N 0.58 0.55 0.02 -0.178
N -1.47 -0.70 -0.03 -0.596
O 1.25 -0.65 -0.08 -0.457
```

Computed properties:
M (g mol⁻¹): 60.06
Structure (SMILES): [H]/N=C\NO
Energy relative to the best compared isomer or geometry (same formula, charge and spin) (kJ/mol): 320.8
Multiplicity: 1
Electronic energy (eV): -6127.18300
Kohn-Sham gap (eV): 10.423
E_LUMO (eV): 0.89

2.
The following is a quantum chemistry calculation of C37H28AuO2PS4 as an isolated structure in a non-equilibrium geometry, from OMol25.

```
73
Properties=species:S:1:pos:R:3:mulliken_charge:R:1
Au -2.78 0.04 -1.08 0.076
O -7.50 4.24 1.61 -0.668
C -6.66 3.51 1.15 0.545
S -6.62 1.76 1.39 -0.230
C -5.15 1.42 0.46 0.156
C -4.55 2.49 -0.11 -0.026
S -3.13 2.50 -1.07 -0.574
S -5.31 4.06 0.16 -0.200
S -4.67 -0.24 0.34 -0.614
C -1.44 -6.67 -0.02 -0.380
C -0.57 -5.89 0.72 -1.013
C -0.63 -4.52 0.66 -0.088
C -1.60 -3.88 -0.14 0.144
C -2.44 -4.67 -0.93 -0.101
C -2.37 -6.05 -0.86 -0.632
P -1.55 -2.07 -0.37 0.879
C -1.21 -1.60 1.35 1.012
C -0.55 -0.39 1.65 0.660
C -0.44 -0.01 2.99 -0.657
C -0.99 -0.78 3.99 -0.752
C -1.67 -1.95 3.68 -0.807
C -1.80 -2.34 2.37 -1.071
C 0.01 -2.15 -1.31 1.231
C -0.15 -2.40 -2.68 -0.936
C 0.93 -2.77 -3.45 -0.723
C 2.19 -2.88 -2.87 -0.594
C 2.36 -2.60 -1.52 -0.837
C 1.27 -2.25 -0.73 -0.045
H -1.40 -7.75 0.04 0.361
H 0.18 -6.36 1.35 0.377
H 0.05 -3.91 1.24 0.290
H -3.15 -4.18 -1.58 0.449
H -3.04 -6.65 -1.46 0.382
H -0.28 0.01 -0.42 -1.157
H 0.07 0.91 3.23 0.425
H -0.90 -0.48 5.03 0.374
H -2.12 -2.56 4.47 0.399
H -2.34 -3.24 2.11 0.560
H -1.13 -2.28 -3.10 0.379
H 0.80 -2.96 -4.50 0.405
H 3.04 -3.17 -3.47 0.374
H 3.34 -2.65 -1.07 0.578
H 1.41 -2.02 0.32 0.395
C -0.68 1.35 -2.84 -0.801
O -1.27 0.15 -2.52 -0.672
H 0.09 1.16 -3.61 0.205
H -0.17 1.83 -1.98 0.185
H -1.39 2.08 -3.25 0.290
C 0.03 0.37 0.57 2.101
C 0.87 1.37 0.62 -1.961
C 1.80 2.30 0.42 0.612
C 1.48 3.71 0.55 0.508
C 0.29 4.12 1.18 -0.429
C -0.05 5.45 1.26 -0.746
C 0.77 6.42 0.70 -0.426
C 1.93 6.03 0.05 -0.761
C 2.28 4.70 -0.03 -0.307
C 3.17 1.85 0.12 -0.134
C 3.41 0.78 -0.74 -0.178
C 4.69 0.33 -0.98 -0.714
C 5.78 0.95 -0.37 -0.486
C 5.55 2.02 0.49 -0.715
C 4.27 2.46 0.74 -0.268
H -0.36 3.37 1.59 0.420
H -0.97 5.74 1.74 0.418
H 0.50 7.47 0.74 0.363
H 2.56 6.77 -0.42 0.365
H 3.17 4.40 -0.58 0.464
H 2.57 0.30 -1.23 0.624
H 4.85 -0.49 -1.66 0.439
H 6.79 0.61 -0.57 0.372
H 6.39 2.51 0.98 0.356
H 4.11 3.27 1.42 0.530
```

Computed properties:
M (g mol⁻¹): 860.84
Energy relative to the best compared isomer or geometry (same formula, charge and spin) (kJ/mol): 0.0
Multiplicity: 1
Electronic energy (eV): -99240.04584
Total charge: -2
Kohn-Sham gap (eV): 3.499
E_LUMO (eV): 4.10

3.
The following is a quantum chemistry calculation of C10H4CuN2O4 as an isolated structure in a non-equilibrium geometry, from OMol25.

```
21
Properties=species:S:1:pos:R:3:mulliken_charge:R:1
Cu 0.08 -0.41 -0.38 -0.337
O -0.60 3.45 0.07 -0.095
C -0.47 2.32 0.08 0.191
C 1.83 -0.89 -0.27 0.599
O 2.95 -1.16 -0.24 -0.070
C -1.43 -1.41 -0.10 0.559
O -2.38 -2.02 0.10 -0.070
C -0.02 -0.07 -2.16 0.694
O -0.03 0.06 -3.30 -0.033
N -0.09 0.00 7.50 -0.265
C -0.06 0.01 6.33 -0.340
C -0.02 0.02 4.89 0.812
C 1.20 -0.12 4.22 -0.593
C 1.19 -0.12 2.82 -0.132
N 0.06 0.00 2.11 0.102
C -1.11 0.14 2.74 -0.151
C -1.19 0.16 4.14 -0.628
H 2.14 -0.24 4.74 0.504
H 2.12 -0.23 2.27 0.340
H -2.01 0.24 2.14 0.431
H -2.17 0.28 4.62 0.483
```

Computed properties:
M (g mol⁻¹): 279.70
Multiplicity: 2
Electronic energy (eV): -66223.07300
Total charge: +2
Kohn-Sham gap (spin up / spin down) (eV): 8.348 / 4.953
E_LUMO (spin up / spin down) (eV): -9.39 / -12.73
⟨S²⟩: 0.767

4.
The following is a quantum chemistry calculation of an isolated ion of composition C5H15N2 and charge +1 in a non-equilibrium geometry, from OMol25.

```
22
Properties=species:S:1:pos:R:3:mulliken_charge:R:1
N 1.35 0.05 1.69 -0.371
C 1.36 -0.83 0.44 0.171
C 0.48 -2.04 0.63 -1.262
C 1.05 0.10 -0.74 -0.867
N -0.04 1.00 -0.42 -0.346
C -1.40 0.43 -0.61 -0.058
C -2.33 1.50 -1.09 -1.610
H 2.15 0.68 1.77 0.361
H 0.57 0.68 1.90 0.346
H 1.48 -0.58 2.49 0.365
H 2.41 -1.08 0.39 0.368
H -0.58 -1.91 0.48 0.276
H 0.71 -2.47 1.61 0.429
H 0.81 -2.79 -0.04 0.379
H 1.94 0.67 -1.03 0.499
H 0.85 -0.53 -1.62 0.353
H 0.01 1.85 -0.95 0.273
H -1.40 -0.34 -1.39 0.280
H -1.75 0.14 0.37 0.227
H -2.33 2.41 -0.48 0.392
H -3.34 1.16 -1.32 0.378
H -2.00 1.90 -2.07 0.418
```

Computed properties:
M (g mol⁻¹): 103.19
Structure (SMILES): CCNC[C@H](C)[NH3+]
Energy relative to the best compared isomer or geometry (same formula, charge and spin) (kJ/mol): 79.3
Multiplicity: 1
Electronic energy (eV): -8401.85493
Total charge: +1
Kohn-Sham gap (eV): 9.928
E_LUMO (eV): -3.37

5.
The following is a quantum chemistry calculation of an isolated ion of composition C3H5N2S and charge +1 in a non-equilibrium geometry, from OMol25.

```
11
Properties=species:S:1:pos:R:3:mulliken_charge:R:1
C -0.05 0.39 0.19 0.817
C -0.48 -0.63 -0.78 -0.644
C 0.89 0.00 1.28 -1.015
N -1.38 1.57 -1.60 -0.119
N -0.41 1.57 0.16 -0.286
S -1.23 0.22 -2.16 0.430
H 0.28 -1.22 -1.22 0.419
H -1.24 -1.44 -0.44 0.417
H 1.97 0.37 1.11 0.314
H 1.05 -1.21 1.23 0.310
H 0.59 0.39 2.24 0.357
```

Computed properties:
M (g mol⁻¹): 101.15
Energy relative to the best compared isomer or geometry (same formula, charge and spin) (kJ/mol): 473.4
Multiplicity: 1
Electronic energy (eV): -16995.35838
Total charge: +1
Kohn-Sham gap (eV): 9.062
E_LUMO (eV): -6.86

6.
The following is a quantum chemistry calculation of an isolated molecule of C3H7NO2 in a non-equilibrium geometry, from OMol25.

```
13
Properties=species:S:1:pos:R:3:mulliken_charge:R:1
C 1.65 0.90 -0.67 -0.631
O 0.93 0.28 0.38 -0.350
C 0.21 -0.90 0.08 -0.352
C -1.18 -0.74 -0.47 0.490
O -1.55 -1.72 -1.11 -0.627
N -1.90 0.39 -0.35 -0.383
H 0.99 1.20 -1.49 0.289
H 2.42 0.22 -1.05 0.275
H 2.14 1.80 -0.27 0.228
H 0.22 -1.47 1.01 0.298
H 0.34 -1.68 -0.74 0.308
H -2.73 0.45 -0.92 0.233
H -1.59 1.17 0.21 0.223
```

Computed properties:
M (g mol⁻¹): 89.09
Structure (SMILES): COCC(N)=O
Energy relative to the best compared isomer or geometry (same formula, charge and spin) (kJ/mol): 170.5
Multiplicity: 1
Electronic energy (eV): -8808.76177
Kohn-Sham gap (eV): 10.521
E_LUMO (eV): 0.84